{"formula": "C5H6O", "method": "the ωB97M-V functional and the def2-TZVPD basis", "species": ["C", "C", "C", "C", "C", "O", "H", "H", "H", "H", "H", "H"], "xyz": [[1.0547, -0.1219, -1.1966], [0.7583, 0.7193, 0.0479], [-0.5749, 0.5528, 0.5393], [-1.7698, 0.3851, 0.7992], [-1.4582, -0.9735, 1.4508], [-0.8178, -1.9574, 1.1656], [1.2011, -1.1721, -0.9307], [0.2352, -0.0672, -1.9198], [1.9633, 0.2596, -1.6666], [0.7601, 1.7910, -0.1784], [1.4829, 0.5407, 0.8462], [-2.0511, -0.8768, 2.3384]], "forces_ev_per_angstrom": [[0.1, 0.0, -0.1], [0.2, 0.2, 0.0], [-0.1, 0.8, -0.4], [0.6, -0.7, -1.0], [-0.9, -0.6, 0.6], [-0.4, 0.8, -0.5], [-0.1, 0.2, 0.0], [0.1, 0.1, 0.2], [0.0, -0.1, 0.0], [0.4, 0.1, -0.1], [0.0, 0.1, -0.1], [0.0, -0.7, 1.4]], "lowdin_charge": [-0.080, -0.221, -0.078, 0.061, -0.326, 0.050, 0.079, 0.086, 0.073, 0.132, 0.130, 0.094], "largest_force_ha_per_bohr": 0.030, "lumo_energy_ev": 0.55, "orbital_gap_ev": 10.5, "energy_ev": -7325.609}


{"formula": "C5H6O", "method": "the ωB97M-V functional and the def2-TZVPD basis", "species": ["C", "C", "O", "C", "C", "C", "H", "H", "H", "H", "H", "H"], "xyz": [[0.6938, 0.7572, -0.9146], [0.1738, 0.8385, 0.5238], [-1.2524, 0.8687, 0.2731], [-1.1737, -0.2843, -0.4836], [-0.4059, -1.2901, 0.2478], [0.4354, -0.5608, 1.0149], [0.9330, 1.7308, -1.3728], [1.4457, 0.0051, -1.1563], [0.4746, 1.6853, 1.1464], [-2.0631, -0.5122, -1.0827], [-0.4797, -2.3637, 0.1106], [1.2186, -0.8744, 1.6933]], "forces_ev_per_angstrom": [[-0.6, -0.3, 0.0], [0.1, 0.1, 0.3], [0.2, 0.0, 0.4], [0.5, 0.3, -0.7], [0.1, 0.1, 0.1], [-0.1, -0.2, -0.1], [-0.4, -0.3, -0.2], [-0.2, 0.1, 0.2], [0.0, -0.2, -0.1], [0.5, 0.1, 0.0], [0.0, 0.2, 0.1], [-0.2, 0.0, -0.1]], "lowdin_charge": [0.080, -0.374, -0.089, -0.103, -0.078, -0.038, 0.061, 0.057, 0.141, 0.127, 0.107, 0.107], "largest_force_ha_per_bohr": 0.018, "lumo_energy_ev": [0.39, 0.39], "orbital_gap_ev": [8.6, 8.6], "energy_ev": -7325.296}


{"formula": "C5H6O", "method": "the ωB97M-V functional and the def2-TZVPD basis", "species": ["C", "C", "C", "O", "C", "C", "H", "H", "H", "H", "H", "H"], "xyz": [[-0.4124, 0.7842, -0.7054], [-1.0571, 0.4894, 0.6192], [-0.2779, -0.2943, 1.3899], [0.6530, -1.4508, -0.9426], [0.8598, -0.0607, -0.6179], [1.0394, -0.5195, 0.8059], [-0.1437, 1.8469, -0.7829], [-1.0696, 0.5570, -1.5520], [-2.0388, 0.8668, 0.8985], [-0.5622, -0.6961, 2.3572], [1.7130, 0.3412, -1.1719], [1.2965, -1.8640, -0.2979]], "forces_ev_per_angstrom": [[0.0, -0.1, 0.0], [0.1, -0.1, 0.0], [0.0, 0.1, 0.1], [0.2, -0.2, 0.0], [0.1, 0.2, 0.1], [-0.1, 0.5, 0.3], [-0.1, -0.2, 0.0], [0.1, -0.1, 0.1], [0.1, -0.1, -0.1], [0.0, 0.2, -0.1], [-0.1, 0.0, 0.2], [-0.3, -0.3, -0.6]], "lowdin_charge": [-0.125, -0.036, -0.118, -0.042, -0.404, 0.063, 0.122, 0.122, 0.109, 0.091, 0.135, 0.084], "largest_force_ha_per_bohr": 0.016, "lumo_energy_ev": -0.40, "orbital_gap_ev": 8.4, "energy_ev": -7325.364}


{"formula": "C5H6O", "method": "the ωB97M-V functional and the def2-TZVPD basis", "species": ["C", "C", "O", "C", "C", "C", "H", "H", "H", "H", "H", "H"], "xyz": [[1.4107, 0.5659, 0.4359], [0.2885, 0.6866, -0.5528], [-0.0491, -0.4657, -1.3027], [-1.0100, 0.0229, -0.3446], [-1.2984, -0.5043, 1.2137], [-1.3569, -1.5377, 0.5050], [1.3246, -0.3649, 1.0013], [1.3814, 1.4035, 1.1400], [2.3746, 0.5789, -0.0834], [0.2538, 1.6135, -1.1309], [-1.8982, 0.4424, -0.8085], [-1.4209, -2.4412, -0.0731]], "forces_ev_per_angstrom": [[0.0, 0.0, 0.0], [0.1, 0.2, 0.1], [0.0, -0.1, -0.1], [-0.1, 0.4, -0.4], [-0.1, -0.7, -0.3], [0.0, 0.3, 0.4], [0.0, 0.1, -0.1], [0.0, -0.1, -0.1], [-0.1, 0.0, 0.1], [0.0, -0.2, 0.1], [0.1, 0.0, 0.1], [0.0, 0.1, 0.1]], "lowdin_charge": [-0.039, -0.323, -0.025, -0.319, 0.015, 0.061, 0.076, 0.089, 0.084, 0.146, 0.136, 0.097], "largest_force_ha_per_bohr": 0.015, "lumo_energy_ev": 1.07, "orbital_gap_ev": 10.9, "energy_ev": -7324.140}


{"formula": "C5H6O", "method": "the ωB97M-V functional and the def2-TZVPD basis", "species": ["C", "C", "C", "C", "C", "O", "H", "H", "H", "H", "H", "H"], "xyz": [[0.6206, -0.7169, 0.1275], [0.8893, 0.1588, 1.3953], [-0.4743, 0.5573, 0.9951], [-0.2926, 0.4662, -0.4477], [-1.5440, 0.2382, -1.2578], [-1.5847, -0.4979, -2.2129], [0.1454, -1.6826, 0.2575], [0.4645, 1.0032, -1.0190], [1.5106, -0.8189, -0.4981], [1.7404, 0.8212, 1.2074], [0.9637, -0.3300, 2.3648], [-2.4388, 0.8014, -0.9120]], "forces_ev_per_angstrom": [[0.0, -0.4, 0.0], [0.1, 0.0, 0.3], [0.2, -0.4, -0.2], [0.0, 0.1, -0.2], [0.1, -0.2, -0.3], [0.0, 0.3, 0.3], [-0.1, 0.2, 0.1], [-0.1, 0.5, 0.0], [-0.3, 0.1, 0.2], [-0.1, -0.1, -0.2], [0.1, 0.2, 0.0], [0.2, -0.1, 0.0]], "lowdin_charge": [-0.112, -0.184, 0.048, -0.293, -0.235, 0.056, 0.114, 0.148, 0.124, 0.114, 0.094, 0.126], "largest_force_ha_per_bohr": 0.010, "lumo_energy_ev": 0.12, "orbital_gap_ev": 8.7, "energy_ev": -7324.942}


{"formula": "C5H6O", "method": "the ωB97M-V functional and the def2-TZVPD basis", "species": ["C", "C", "C", "C", "C", "O", "H", "H", "H", "H", "H", "H"], "xyz": [[1.6219, 0.2575, -0.0709], [0.2544, 0.6461, -0.6358], [-0.8703, -0.1973, -0.0862], [-1.8909, -0.8729, -0.7160], [-1.1700, -0.4506, 1.2113], [-1.5090, -0.7188, 2.2888], [1.6360, 0.3628, 1.0205], [1.8734, -0.7808, -0.3116], [2.4099, 0.9011, -0.4745], [0.2326, 0.5592, -1.7279], [0.0471, 1.6965, -0.3959], [-2.6350, -1.4028, -0.1018]], "forces_ev_per_angstrom": [[0.0, 0.0, 0.0], [0.0, 0.0, 0.0], [-0.2, -0.1, -0.1], [0.1, 0.1, -0.3], [-0.3, -0.2, 1.1], [0.3, 0.2, -1.0], [0.0, 0.0, -0.1], [-0.1, 0.1, 0.0], [-0.1, -0.1, 0.1], [-0.1, -0.1, 0.2], [0.0, -0.1, -0.1], [0.3, 0.1, 0.1]], "lowdin_charge": [-0.105, -0.218, -0.381, 0.154, -0.127, 0.200, 0.073, 0.079, 0.072, 0.113, 0.113, 0.028], "largest_force_ha_per_bohr": 0.022, "lumo_energy_ev": 0.28, "orbital_gap_ev": 8.6, "energy_ev": -7326.118}


{"formula": "C5H6O", "method": "the ωB97M-V functional and the def2-TZVPD basis", "species": ["C", "C", "C", "C", "H", "H", "H", "H", "C", "O", "H", "H"], "xyz": [[0.4868, 1.8789, -0.2598], [-0.3858, 0.7525, 0.0896], [-0.8084, -0.2068, 1.0430], [-1.5677, 0.1711, -0.1463], [-0.0344, 2.7177, -0.8830], [1.4514, 1.7395, -0.5620], [0.5152, 2.2635, 0.8032], [-2.4112, 0.1559, -0.8689], [0.6963, -2.3195, 0.2257], [1.2131, -1.3729, -0.3091], [1.1707, -3.2944, -0.0898], [-0.3260, -2.4854, 0.9574]], "forces_ev_per_angstrom": [[-3.5, 2.7, 2.2], [-1.2, -0.6, -1.1], [-1.2, 0.9, -1.1], [0.8, 0.1, 0.5], [0.9, -1.8, 0.9], [2.4, -0.9, -0.9], [0.6, 0.5, -1.0], [0.6, -0.2, 1.0], [-0.7, -2.3, -0.2], [-0.9, 0.2, 1.0], [-0.5, 0.1, 0.7], [2.7, 1.3, -1.8]], "lowdin_charge": [-0.034, -0.362, 0.037, -0.010, 0.118, 0.038, 0.107, 0.108, -0.181, -0.030, 0.077, 0.132], "largest_force_ha_per_bohr": 0.096, "lumo_energy_ev": 0.98, "orbital_gap_ev": 9.6, "energy_ev": -7323.580}


{"formula": "C5H6O", "method": "the ωB97M-V functional and the def2-TZVPD basis", "species": ["C", "C", "C", "O", "C", "C", "H", "H", "H", "H", "H", "H"], "xyz": [[2.8266, -0.6061, 0.4186], [1.9453, -0.2942, -0.3561], [0.6873, 0.3900, 0.0185], [0.7057, 1.5200, 0.4417], [-0.5569, -0.4708, 0.0418], [-1.7526, 0.4649, -0.0161], [3.5135, -0.6879, 1.2273], [-0.5231, -1.2129, -0.7655], [-0.5368, -1.0466, 0.9812], [-1.6012, 1.2409, 0.7380], [-1.7690, 0.9586, -0.9930], [-2.7043, -0.0414, 0.1533]], "forces_ev_per_angstrom": [[-0.2, 0.1, -0.3], [0.5, 0.2, 1.2], [-0.3, 0.0, 0.1], [0.1, -0.3, -0.6], [-0.1, 0.0, 0.0], [-0.1, 0.1, 0.0], [0.4, -0.4, -0.3], [0.0, 0.2, 0.1], [0.1, 0.2, -0.2], [-0.3, -0.1, -0.1], [-0.2, 0.0, 0.1], [0.1, 0.0, 0.0]], "lowdin_charge": [0.159, -0.022, -0.468, 0.093, -0.186, -0.103, 0.052, 0.116, 0.129, 0.074, 0.083, 0.073], "largest_force_ha_per_bohr": 0.026, "lumo_energy_ev": 0.33, "orbital_gap_ev": 10.5, "energy_ev": -7326.702}


{"formula": "C5H6O", "method": "the ωB97M-V functional and the def2-TZVPD basis", "species": ["C", "C", "C", "C", "O", "C", "H", "H", "H", "H", "H", "H"], "xyz": [[-1.3259, 0.3118, 1.4688], [-0.2101, 0.2845, 0.5704], [0.1176, -1.0568, 0.0606], [0.7729, -0.9142, -1.1897], [0.9943, 0.3699, -1.5367], [0.5315, 1.1423, -0.4099], [-1.6075, -0.7489, 1.7149], [-1.5019, 1.1317, 1.8510], [0.2294, -2.1131, 0.3449], [0.8848, -1.7252, -1.9838], [1.4799, 1.6231, -0.1302], [-0.3650, 1.6948, -0.7603]], "forces_ev_per_angstrom": [[6.2, -8.1, -6.2], [-2.4, -3.6, 2.0], [3.3, -1.0, -4.3], [-2.1, -1.0, 1.8], [-0.5, -0.8, -0.1], [-1.0, 1.4, -0.3], [-0.2, 1.8, 0.3], [-2.8, 7.7, 4.2], [-1.2, 0.7, 1.0], [0.4, 1.4, 1.3], [-1.0, 0.6, 0.6], [1.4, 1.0, -0.3]], "lowdin_charge": [0.088, -0.244, -0.078, -0.123, -0.082, -0.127, 0.085, -0.058, 0.105, 0.143, 0.144, 0.149], "largest_force_ha_per_bohr": 0.231, "lumo_energy_ev": 0.86, "orbital_gap_ev": 8.6, "energy_ev": -7325.669}